A cluster of 2 separate species, HNO4P in total. Source: the OMol25 dataset; level of theory: wB97M-V/def2-TZVPD.

Computed properties:
molecular weight	109.98	g mol⁻¹
charge	-1
energy above the lowest of the compared OMol25 structures with the same formula, charge and spin	1.8	kcal/mol
spin multiplicity	1

Positions of all 7 atoms, in Å:
N 0.70706 1.34472 0.87155
O -0.08147 -1.05444 0.49825
O 0.27000 -0.30987 -1.88780
O -2.06213 -0.93315 -1.12770
O 0.70617 1.24329 2.08737
P -0.65189 -0.77763 -0.86321
H 1.11225 0.48708 0.42154

Forces on atoms 1 to 2 (eV/Å):
-0.074 0.424 1.301
-0.501 -0.304 -0.601

Results of the Mulliken charge analysis, in e, for atoms 1 through 6: atom 1 (N): -0.025, atom 2 (O): -0.691, atom 3 (O): -0.621, atom 4 (O): -0.627, atom 5 (O): -0.297, atom 6 (P): 0.956



A cluster of 2 separate species, HNO6S in total. Source: the OMol25 dataset; level of theory: wB97M-V/def2-TZVPD.

Computed properties:
molecular weight	143.08	g mol⁻¹
charge	-2
energy above the lowest of the compared OMol25 structures with the same formula, charge and spin	0.0	kcal/mol
spin multiplicity	1

Positions of all 9 atoms, in Å:
N 3.29895 -0.19504 0.09889
O 4.43602 0.28006 0.23498
O -0.91129 -0.66965 -0.89635
O -2.43227 1.29371 -0.41352
O -3.21534 -0.96294 0.02509
O 2.32965 0.65414 0.32741
O -1.37472 -0.14511 1.39679
S -2.06184 -0.07698 0.09919
H -0.06916 -0.17819 -0.87249

Forces on atoms 1 to 2 (eV/Å):
-2.020 2.179 0.530
0.331 -0.221 -0.033

Results of the Mulliken charge analysis, in e, for atoms 1 through 6: atom 1 (N): 0.026, atom 2 (O): -0.503, atom 3 (O): -0.520, atom 4 (O): -0.702, atom 5 (O): -0.672, atom 6 (O): -0.501



A structure of composition HOSn. Source: the OMol25 dataset; level of theory: wB97M-V/def2-TZVPD.

Computed properties:
molecular weight	135.72	g mol⁻¹
charge	+1
energy above the lowest of the compared OMol25 structures with the same formula, charge and spin	16.6	kcal/mol
spin multiplicity	1

Positions of all 3 atoms, in Å:
Sn 0.99165 0.58965 -1.80901
O -0.25087 -0.24430 0.48940
H -0.74078 -0.34535 1.31961

Forces on atoms 1 to 2 (eV/Å):
-2.064 -1.212 3.760
2.043 0.769 -3.578

In the Mulliken picture, each atom carries the following charge in e: atom 1 (Sn): 1.438, atom 2 (O): -0.704, atom 3 (H): 0.266



A structure of composition HgI. Source: the OMol25 dataset; level of theory: wB97M-V/def2-TZVPD.

Computed properties:
molecular weight	327.49	g mol⁻¹
<S²>	0.76
charge	+2
energy above the lowest of the compared OMol25 structures with the same formula, charge and spin	0.0	kcal/mol
spin multiplicity	2

Positions of all 2 atoms, in Å:
Hg 0.18895 0.14189 1.33844
I -0.18895 -0.14189 -1.33844

Forces on the atoms, in the same order (eV/Å):
-0.043 -0.032 -0.297
0.043 0.032 0.297

In the Mulliken picture, each atom carries the following charge in e: atom 1 (Hg): 1.149, atom 2 (I): 0.851



A structure of composition I2OS. Source: the OMol25 dataset; level of theory: wB97M-V/def2-TZVPD.

Computed properties:
molecular weight	301.87	g mol⁻¹
charge	0
energy above the lowest of the compared OMol25 structures with the same formula, charge and spin	61.1	kcal/mol
spin multiplicity	1

Positions of all 4 atoms, in Å:
O -1.44810 0.47433 0.01259
S 2.08242 -1.22477 0.06316
I 3.85271 0.38553 -0.01117
I 0.38485 0.72702 -0.00370

Forces on atoms 1 to 2 (eV/Å):
1.171 -0.300 0.007
-0.364 0.773 -0.030

In the Mulliken picture, each atom carries the following charge in e: atom 1 (O): -0.588, atom 2 (S): -0.251, atom 3 (I): 0.099, atom 4 (I): 0.740



A structure of composition I6Sn. Source: the OMol25 dataset; level of theory: wB97M-V/def2-TZVPD.

Computed properties:
molecular weight	880.13	g mol⁻¹
charge	-4
total energy	-54433.9670	eV
spin multiplicity	1

Positions of all 7 atoms, in Å:
Sn -0.56302 0.02442 -0.33825
I -1.29544 1.22240 3.16341
I -0.05804 4.89747 0.30743
I 3.02099 1.68052 -0.75417
I 1.56561 -2.42461 2.45240
I -3.59333 -3.08898 -0.41155
I 0.92323 -2.31123 -4.41927

Forces on atoms 1 to 2 (eV/Å):
1.205 0.147 1.800
0.025 -0.374 -1.101

Results of the Mulliken charge analysis, in e, for atoms 1 through 6: atom 1 (Sn): 0.997, atom 2 (I): -0.642, atom 3 (I): -0.961, atom 4 (I): -0.695, atom 5 (I): -0.816, atom 6 (I): -0.915